(1)
A cluster of 11 separate species, C67H52INO24 in total in a non-equilibrium geometry, computed with wB97M-V/def2-TZVPD.

Positions of all 145 atoms, in Å:
O: -0.47636 3.26025 1.50233
C: -0.38114 3.79024 0.47077
O: -1.30408 3.57423 -0.49517
C: 0.75895 4.74261 0.17896
C: 0.50611 5.77487 -0.93473
N: 0.00515 7.07865 -0.48077
C: -1.01958 7.09546 0.43450
O: -0.90758 7.69297 1.44487
O: -2.14868 6.44758 0.13799
C: -3.23734 7.36306 -0.08564
C: -4.57969 6.71895 0.26337
C: -5.26193 6.06640 -0.94755
I: -4.81764 3.96350 -1.00993
H: -0.90180 3.15429 -1.26650
H: 1.13929 5.18338 1.09077
H: 1.54980 4.08526 -0.18692
H: 1.46808 5.97541 -1.39356
H: -0.11477 5.33800 -1.70814
H: 0.74404 7.69399 -0.18607
H: -3.26754 7.56070 -1.15579
H: -3.10807 8.28603 0.46762
H: -5.21431 7.52912 0.59734
H: -4.46343 5.99411 1.05631
H: -6.32836 6.15954 -0.82245
H: -4.93950 6.52687 -1.86770
O: -7.00651 7.21441 2.05946
C: -6.73821 7.56147 3.19074
C: -7.74435 7.49180 4.27889
C: -7.44605 7.87286 5.51785
C: -6.09417 8.37893 5.86313
O: -5.82107 8.72415 6.99378
C: -5.09077 8.44560 4.77504
C: -5.38659 8.06929 3.53590
H: -8.72314 7.11783 4.00657
H: -8.16486 7.83178 6.32632
H: -4.11109 8.81271 5.04739
H: -4.66510 8.10935 2.73209
O: 0.07092 1.09240 -0.98650
C: 0.90335 0.32103 -0.55672
C: 1.00222 0.04325 0.89592
C: 1.91417 -0.79984 1.37368
C: 2.86543 -1.49554 0.47377
O: 3.69502 -2.26623 0.90964
C: 2.76566 -1.21633 -0.98074
C: 1.85450 -0.37370 -1.45885
H: 0.29750 0.56328 1.53375
H: 2.00548 -1.01715 2.43047
H: 3.46959 -1.73398 -1.62002
H: 1.76321 -0.15628 -2.51563
O: 3.78375 -4.56815 4.51846
C: 3.99355 -5.46124 3.72637
C: 4.46625 -6.79427 4.18090
C: 4.69768 -7.77516 3.31339
C: 4.49203 -7.57734 1.85899
O: 4.70276 -8.48000 1.06795
C: 4.02244 -6.25044 1.40276
C: 3.78968 -5.26742 2.26975
H: 4.60906 -6.91740 5.24701
H: 5.04258 -8.75393 3.62276
H: 3.88002 -6.12912 0.33908
H: 3.44643 -4.29051 1.95677
O: -6.08619 7.04681 -3.74925
C: -6.17258 6.22585 -4.63895
C: -5.39654 4.95958 -4.60754
C: -5.49681 4.07056 -5.59309
C: -6.38441 4.30043 -6.75837
O: -6.47432 3.48700 -7.65339
C: -7.15946 5.56487 -6.78789
C: -7.06137 6.45588 -5.80565
H: -4.74935 4.79024 -3.75356
H: -4.94031 3.14183 -5.59101
H: -7.80137 5.71611 -7.64650
H: -7.61814 7.38438 -5.80803
O: 2.40850 -6.72141 -1.27022
C: 2.61940 -7.62255 -2.06272
C: 3.08779 -8.95154 -1.60221
C: 3.31943 -9.93534 -2.46749
C: 3.11766 -9.74298 -3.92539
O: 3.32760 -10.64070 -4.71245
C: 2.64975 -8.41176 -4.37963
C: 2.41635 -7.42806 -3.51516
H: 3.23001 -9.07169 -0.53793
H: 3.66257 -10.91349 -2.15430
H: 2.50979 -8.28997 -5.44588
H: 2.07369 -6.45248 -3.82878
O: -4.11909 10.68886 2.30468
C: -3.23480 11.33307 2.83286
C: -2.18008 11.98493 2.01870
C: -1.20619 12.69148 2.58543
C: -1.13368 12.86130 4.05722
O: -0.24798 13.50714 4.57353
C: -2.19027 12.21215 4.87233
C: -3.16402 11.50546 4.30488
H: -2.24951 11.85038 0.94677
H: -0.42738 13.17250 2.00764
H: -2.12266 12.34821 5.94419
H: -3.94332 11.03117 4.88422
O: 9.06556 -10.70103 -2.72636
C: 8.86882 -9.63898 -2.17505
C: 7.62507 -9.39416 -1.40140
C: 7.40717 -8.22953 -0.79779
C: 8.39787 -7.13142 -0.87319
O: 8.19298 -6.06596 -0.31740
C: 9.64189 -7.36649 -1.64294
C: 9.85739 -8.53477 -2.24649
H: 6.91467 -10.21034 -1.35849
H: 6.50750 -8.03148 -0.22959
H: 10.35645 -6.53735 -1.68036
H: 10.75756 -8.73370 -2.81433
O: -0.42457 -7.08788 -3.37994
C: -1.20063 -6.92659 -2.45960
C: -0.78094 -7.05284 -1.04238
C: -1.64826 -6.87228 -0.04943
C: -3.06724 -6.53659 -0.31477
O: -3.85620 -6.36891 0.59210
C: -3.48740 -6.41058 -1.73060
C: -2.62181 -6.59063 -2.72381
H: 0.25727 -7.29423 -0.86246
H: -1.36186 -6.95950 0.99099
H: -4.52737 -6.16476 -1.90484
H: -2.90820 -6.50170 -3.76397
O: 11.44821 -5.03328 -1.36805
C: 11.24166 -3.96931 -0.81269
C: 9.99611 -3.73496 -0.04448
C: 9.77705 -2.56705 0.55873
C: 10.76265 -1.46151 0.48877
O: 10.56412 -0.39918 1.03881
C: 12.00872 -1.70349 -0.28278
C: 12.23078 -2.86752 -0.88588
H: 9.28202 -4.56486 -0.00762
H: 8.87532 -2.37010 1.12494
H: 12.71640 -0.88518 -0.32353
H: 13.13232 -3.06477 -1.45249
O: -6.41042 -2.71916 -0.45838
C: -7.02738 -3.28857 0.41743
C: -6.38955 -4.33496 1.25252
C: -7.06792 -4.96195 2.20979
C: -8.48943 -4.63982 2.48468
O: -9.10802 -5.20939 3.35842
C: -9.12752 -3.59164 1.64905
C: -8.44967 -2.96501 0.69129
H: -5.35304 -4.55815 1.03887
H: -6.62002 -5.72937 2.82818
H: -10.16535 -3.37095 1.86409
H: -8.89639 -2.19792 0.07141

Summary:
E = -129041.2274 eV
Kohn-Sham gap = 7.10 eV
SMILES string = O=C(O)CCNC(=O)OCCCI.O=C1C=CC(=O)C=C1.O=C1C=CC(=O)C=C1.O=C1C=CC(=O)C=C1.O=C1C=CC(=O)C=C1.O=C1C=CC(=O)C=C1.O=C1C=CC(=O)C=C1.O=C1C=CC(=O)C=C1.O=C1C=CC(=O)C=C1.O=C1C=CC(=O)C=C1.O=C1C=CC(=O)C=C1

Mulliken atomic charge list, values in e, 8 entries:
1. O -0.56
2. C 0.57
3. O -0.32
4. C -0.51
5. C -0.83
6. N -0.18
7. C 0.50
8. O -0.62



(2)
A structure of composition C45H45CsN9O2P2S2 in a non-equilibrium geometry, computed with wB97M-V/def2-TZVPD.

Positions of all 106 atoms, in Å:
Cs: 0.50088 0.53221 -0.08350
N: -3.04800 3.07593 -2.26506
C: -2.11194 2.43562 -1.51544
N: -2.35971 1.64462 -0.54417
C: -3.68199 1.33638 -0.24640
N: -3.99174 0.40835 0.58038
N: -2.90875 -0.34232 1.01152
C: -2.81115 -0.44933 2.26951
C: -1.74698 -1.27379 2.88308
C: -1.95924 -1.80229 4.15267
C: -0.98181 -2.60895 4.71279
C: 0.17748 -2.83803 3.99451
C: 0.31781 -2.23820 2.74691
N: -0.62076 -1.47584 2.19674
C: -4.75030 2.11488 -0.90030
C: -6.09445 2.00667 -0.54794
C: -7.05901 2.72914 -1.22159
C: -6.68943 3.57452 -2.26725
C: -5.36411 3.70004 -2.62950
C: -4.39430 2.97160 -1.94177
H: -2.75335 3.66285 -3.02568
H: -1.08099 2.64855 -1.78432
H: -3.52770 0.03608 2.93662
H: -2.88276 -1.59130 4.67766
H: -1.12513 -3.04762 5.69290
H: 0.97690 -3.45270 4.38613
H: 1.24153 -2.34704 2.18696
H: -6.35161 1.33559 0.26021
H: -8.10022 2.63745 -0.94212
H: -7.44402 4.13940 -2.79953
H: -5.06864 4.35686 -3.43903
S: -0.34969 -0.84580 -2.86121
P: 1.65193 -1.15084 -2.92950
C: 2.54135 -0.90960 -1.54509
P: 3.52685 -1.90914 -0.69880
S: 3.65867 -1.58440 1.32808
C: 3.06394 -3.68894 -0.80021
C: 3.85872 -4.69955 -1.32566
C: 3.39986 -6.01294 -1.36385
C: 2.14327 -6.32973 -0.87548
C: 1.33071 -5.32038 -0.36974
C: 1.78547 -4.01416 -0.34262
C: 5.29076 -1.91830 -1.24594
C: 5.62559 -1.27211 -2.42854
C: 6.94046 -1.25650 -2.88336
C: 7.93192 -1.89589 -2.15592
C: 7.60770 -2.54283 -0.96718
C: 6.29796 -2.54739 -0.51272
C: 1.93464 -2.78142 -3.73829
C: 1.01964 -3.81787 -3.59966
C: 1.29547 -5.07615 -4.11829
C: 2.48181 -5.30796 -4.79897
C: 3.39908 -4.27626 -4.95057
C: 3.12801 -3.02555 -4.41619
C: 2.23737 -0.01423 -4.25838
C: 3.08382 1.04041 -3.94280
C: 3.49849 1.93544 -4.92385
C: 3.07615 1.77319 -6.23448
C: 2.22793 0.71856 -6.55860
C: 1.80581 -0.16167 -5.57545
H: 4.84018 -4.47037 -1.72197
H: 4.02939 -6.78642 -1.78849
H: 1.78743 -7.35288 -0.90582
H: 0.33461 -5.54961 -0.00970
H: 1.13509 -3.22303 0.01447
H: 4.83910 -0.76606 -2.97695
H: 7.18465 -0.74286 -3.80582
H: 8.95682 -1.88871 -2.50791
H: 8.38094 -3.04023 -0.39302
H: 6.03742 -3.03439 0.41988
H: 0.08807 -3.62067 -3.08265
H: 0.58013 -5.87927 -3.98553
H: 2.69386 -6.29028 -5.20479
H: 4.32989 -4.44664 -5.47914
H: 3.85508 -2.22982 -4.53085
H: 3.41004 1.14004 -2.91242
H: 4.15508 2.75671 -4.66061
H: 3.40381 2.46368 -7.00288
H: 1.89182 0.58739 -7.58062
H: 1.12678 -0.96967 -5.82288
N: 0.82478 1.34192 3.39458
C: 1.92274 2.13382 2.84947
C: 2.53304 3.13651 3.82804
C: 3.42656 4.19754 3.19214
C: 4.34363 3.65763 2.09199
N: 4.94954 2.37213 2.43043
C: 4.72061 1.21951 1.76567
N: 5.41277 0.10787 2.11379
N: 3.86637 1.16002 0.77006
C: 1.38298 2.86907 1.60300
O: 0.25167 3.35793 1.67967
O: 2.12859 2.88058 0.57341
H: -0.00422 1.92918 3.40645
H: 1.02109 1.02097 4.33543
H: 2.70378 1.43843 2.53292
H: 3.09933 2.57528 4.58062
H: 1.72129 3.63347 4.36598
H: 4.00597 4.68997 3.98048
H: 2.82255 4.98505 2.73332
H: 5.12505 4.38878 1.86643
H: 3.76879 3.51798 1.18268
H: 5.54516 2.31888 3.23863
H: 5.93893 0.14603 2.97011
H: 4.87058 -0.74976 1.98354
H: 3.03180 1.82084 0.74117
H: 3.63581 0.21835 0.45829

Summary:
E = -105699.9671 eV
Kohn-Sham gap = 5.84 eV
relative energy (zero: lowest compared OMol25 entry of this formula, charge and spin) = 59.8 kcal/mol
net charge = -1

Mulliken atomic charge list, values in e, 8 entries:
1. Cs 1.59
2. N 0.10
3. C -0.54
4. N 0.19
5. C 0.18
6. N -0.69
7. N 0.00
8. C -0.55



(3)
A cluster of 3 separate species, C35H35BrClN3O7 in total, computed with wB97M-V/def2-TZVPD.

Positions of all 82 atoms, in Å:
C: 6.33886 -3.68649 3.40365
N: 4.87232 -3.63634 3.36734
C: 4.34576 -2.62086 2.47124
C: 4.05378 -3.14937 1.00819
C: 4.81942 -2.16349 0.10686
C: 4.42688 -0.84251 -0.09230
C: 5.21984 -0.00258 -0.86118
C: 6.39375 -0.50360 -1.40068
C: 6.71204 -1.82709 -1.14105
N: 5.95798 -2.63806 -0.40584
N: 4.53398 -4.50880 0.81183
C: 3.61330 -5.30783 0.14520
O: 3.67991 -6.50267 0.01409
C: 2.51167 -4.38163 -0.41429
C: 3.20660 -3.88221 -1.72274
C: 3.15832 -4.88172 -2.87607
O: 4.37679 -4.78439 -3.63078
C: 1.21962 -5.14906 -0.66561
C: -0.00102 -4.49033 -1.26810
O: -1.11214 -4.72915 -0.91738
Cl: 0.20048 -3.35858 -2.63751
C: 2.52146 -3.34082 0.73204
Br: 1.89955 -4.38831 2.37927
C: 1.62883 -2.10492 0.66065
C: 0.16783 -2.21356 1.10885
C: -0.72738 -1.09999 0.58557
C: -1.84656 -0.78139 1.34578
C: -2.74698 0.19279 0.94913
C: -2.52423 0.87841 -0.23543
C: -1.41932 0.57447 -1.00524
C: -0.52481 -0.40562 -0.60217
H: 6.76195 -3.24638 2.50278
H: 6.74343 -3.17879 4.28173
H: 6.66564 -4.72536 3.45599
H: 4.52400 -3.40920 4.28746
H: 5.06707 -1.80139 2.37902
H: 3.44462 -2.17340 2.88631
H: 3.52567 -0.46120 0.35721
H: 4.93111 1.02719 -1.01769
H: 7.04625 0.11566 -1.99802
H: 7.61724 -2.25015 -1.55734
H: 5.50191 -4.61160 0.54294
H: 2.78061 -2.92242 -2.01786
H: 4.25411 -3.70462 -1.54813
H: 2.34516 -4.67099 -3.56526
H: 3.06014 -5.90146 -2.50520
H: 4.85726 -5.60847 -3.53292
H: 1.43549 -6.00766 -1.30433
H: 0.84109 -5.56906 0.26303
H: 2.07653 -1.36884 1.32911
H: 1.68133 -1.73326 -0.36174
H: 0.13634 -2.13529 2.19156
H: -0.28064 -3.15697 0.81248
H: -2.02967 -1.31896 2.26807
H: -3.60911 0.39854 1.56182
H: -3.22607 1.63498 -0.56093
H: -1.25762 1.09864 -1.93729
H: 0.31673 -0.63221 -1.23862
O: -5.02163 6.68180 0.95799
C: -4.89117 5.57296 1.43069
C: -5.99773 4.58234 1.39712
C: -5.84809 3.36888 1.92188
C: -4.57416 2.95549 2.55878
O: -4.43387 1.84762 3.03206
C: -3.46769 3.94441 2.59019
C: -3.61477 5.15781 2.06656
H: -6.91463 4.90506 0.92084
H: -6.63770 2.62835 1.91006
H: -2.54775 3.61640 3.05711
H: -2.82354 5.89663 2.07586
O: -8.07887 10.82258 -3.46879
C: -7.94180 9.71752 -2.99148
C: -9.04678 8.72485 -3.02212
C: -8.89846 7.51208 -2.49752
C: -7.62201 7.09884 -1.86073
O: -7.49094 5.99016 -1.38713
C: -6.51674 8.08999 -1.82846
C: -6.66707 9.30279 -2.35420
H: -9.96639 9.04887 -3.49241
H: -9.68825 6.77169 -2.50776
H: -5.59952 7.76800 -1.35239
H: -5.87755 10.04324 -2.34360

Summary:
E = -138228.1471 eV
Kohn-Sham gap = 7.31 eV
SMILES string = CNC[C@@]1(c2ccccn2)NC(=O)[C@@](CCO)(CC(=O)Cl)[C@]1(Br)CCc1ccccc1.O=C1C=CC(=O)C=C1.O=C1C=CC(=O)C=C1

Mulliken atomic charge list, values in e, 8 entries:
1. C -0.94
2. N -0.22
3. C -1.94
4. C 2.11
5. C 0.01
6. C -0.48
7. C -0.86
8. C -0.53



(4)
A structure of composition FSn in a non-equilibrium geometry, computed with wB97M-V/def2-TZVPD.

Positions of all 2 atoms, in Å:
Sn: -0.88700 0.34462 -0.98830
F: 0.88700 -0.34462 0.98830

Summary:
E = -8537.6229 eV
Kohn-Sham gap = 7.40 eV
relative energy (zero: lowest compared OMol25 entry of this formula, charge and spin) = 1.7 kcal/mol
net charge = +1

The net atomic charges from Mulliken, expressed in e, are:
1. Sn 1.55
2. F -0.55